Below is a single C3H7NO3 molecule in a non-equilibrium geometry, with properties calculated with wB97M-V/def2-TZVPD.

- energy relative to the best compared isomer or geometry (same formula, charge and spin) (eV) = 1.724
- SMILES = O=C(O)NCCO
- HOMO (eV) = -9.76
- gap between HOMO and LUMO (eV) = 10.326

Geometry as ORCA input:
```
! RIJCOSX wB97M-V def2-TZVPD def2/J DEFGRID3
* xyz 0 1
O 1.84 -2.03 -0.23
O -1.95 1.31 -0.71
H -0.89 0.70 1.56
H -1.58 -0.71 0.74
O 2.21 0.20 -0.03
H 0.12 1.39 -0.57
C -0.72 -0.02 0.76
H -2.18 1.52 -1.62
N 0.51 -0.74 1.17
C 1.53 -0.98 0.25
H -0.61 -0.06 -1.42
H 0.30 -1.59 1.67
C -0.70 0.66 -0.59
H 2.10 0.35 -0.98
*
```

In elementary charge units, the Mulliken charges are: -0.52 -0.51 0.30 0.26 -0.46 0.19 -0.43 0.31 -0.22 0.49 0.33 0.27 -0.34 0.32

---

Below is a molecular structure, C36H27BrKN7O11S, with properties calculated with wB97M-V/def2-TZVPD.

- energy relative to the best compared isomer or geometry (same formula, charge and spin) (eV) = 0.000
- HOMO (eV) = -2.37
- gap between HOMO and LUMO (eV) = 5.706

Geometry as ORCA input:
```
! RIJCOSX wB97M-V def2-TZVPD def2/J DEFGRID3
* xyz -2 1
C -2.58 -0.98 -1.73
H -0.10 -6.92 3.90
H 5.61 3.24 -1.59
C -1.16 -7.36 0.70
C 1.34 -4.34 -0.93
O 1.86 1.12 -2.84
H 1.42 -0.52 3.67
H 0.06 -4.58 3.09
C 1.53 0.20 2.85
O 2.11 2.62 -0.58
C 1.99 -3.70 -1.94
O 1.35 -0.44 1.61
C 5.52 2.77 -3.69
H -4.33 -2.16 -1.32
O 7.48 3.78 -3.05
C -0.51 -3.63 0.64
H 0.78 1.87 4.00
C -0.61 -5.04 1.12
C -2.32 -0.85 1.82
C -3.93 -1.26 -1.78
C -2.48 -3.06 2.11
H -2.48 0.22 1.85
O -6.12 -0.53 -2.51
H -1.30 -5.79 -0.76
C -0.27 -5.37 2.43
C -0.25 5.70 2.28
C 4.77 2.23 -4.72
N 6.83 3.31 -3.98
K 0.38 0.64 -0.71
H 0.67 2.10 2.25
C -2.52 5.64 3.03
H -3.37 6.02 3.61
H 0.31 4.21 0.86
H 2.78 -4.09 -2.57
C 3.52 1.72 -4.47
H 5.16 2.20 -5.73
H 1.51 -5.35 -0.57
C -0.37 -6.67 2.88
C -0.94 7.39 3.95
C -0.92 -9.02 2.49
O 3.45 0.98 -6.65
O 0.07 8.05 3.89
C 0.57 1.37 3.05
C -1.05 -6.05 0.26
C -0.81 -7.67 2.02
H -0.47 1.03 3.06
C 3.78 2.32 -2.14
C 5.02 2.82 -2.39
H -3.75 4.11 2.19
Br -2.07 2.50 -3.62
C -1.76 3.99 1.41
N -1.30 -1.35 1.13
N 0.49 -2.21 -1.10
C 2.92 1.67 -3.14
C 1.42 -2.39 -2.00
C -0.49 4.61 1.47
S -2.06 2.62 0.41
H 2.56 0.57 2.87
C -4.23 0.79 -2.98
H -3.98 -1.72 3.03
H -2.61 7.13 4.83
N 3.30 2.43 -0.77
O 1.61 0.98 -5.53
O -1.90 7.77 4.85
H 0.43 -0.78 1.53
C -1.26 6.24 3.09
H -2.79 -4.05 2.38
H -1.51 -8.14 0.04
H 0.73 6.16 2.31
C -2.77 4.55 2.22
C 0.39 -3.40 -0.40
H 1.67 -1.61 -2.70
N -1.01 -10.11 2.86
H -4.85 1.52 -3.48
H -6.35 -1.33 -2.02
O 7.24 3.26 -5.13
H -1.88 -1.65 -1.25
N -2.05 0.13 -2.25
C -1.36 -2.72 1.29
C -3.09 -1.87 2.43
O 4.13 2.34 0.13
N 2.80 1.18 -5.62
C -2.86 0.96 -2.86
C -4.77 -0.35 -2.42
*
```

In elementary charge units, the Mulliken charges are: -0.56 0.42 0.59 -0.91 -1.19 -0.50 0.27 0.53 -0.38 -0.57 -0.99 -0.39 -0.50 0.29 -0.67 1.84 0.45 -1.16 -0.62 -0.66 -1.00 0.40 -0.58 0.52 -0.02 -0.67 -0.26 1.03 1.04 -0.16 -0.69 0.15 0.41 0.45 -0.46 0.61 0.46 -0.97 0.67 -0.01 -0.67 -0.61 -0.46 -0.18 0.67 0.15 -0.11 -0.43 0.36 -0.14 0.07 0.61 0.47 0.68 -0.57 -0.38 -0.17 0.33 -0.58 0.44 0.28 1.02 -0.55 -0.51 0.08 0.87 0.51 0.42 0.42 -1.14 -0.12 0.60 -0.60 0.43 0.28 -0.67 0.49 0.00 0.49 -1.30 -0.60 1.03 -0.05 0.98

---

Below is a molecular structure, C8CaF24N4O16S8 in a non-equilibrium geometry, with properties calculated with wB97M-V/def2-TZVPD.

- energy relative to the best compared isomer or geometry (same formula, charge and spin) (eV) = 13.655
- HOMO (eV) = -6.34
- gap between HOMO and LUMO (eV) = 3.412

Geometry as ORCA input:
```
! RIJCOSX wB97M-V def2-TZVPD def2/J DEFGRID3
* xyz -2 1
O 4.06 -1.61 6.49
N 0.43 -3.72 -3.45
F 0.73 -2.65 5.38
O 1.71 -5.61 -5.04
O -1.77 -3.15 -4.51
F -0.20 7.37 -1.71
F 2.80 -6.85 -2.40
S -5.51 -0.52 2.29
O -5.74 -0.88 3.70
O -6.70 0.04 1.63
N 2.99 -1.40 4.14
C 1.65 -2.56 6.27
F 1.88 8.18 -1.72
O 4.68 -0.71 2.45
C 1.02 7.41 -1.14
S 4.68 -1.02 3.89
S 1.89 5.63 -1.13
F -1.55 4.28 -4.20
O 5.35 -0.01 4.72
F -6.83 2.94 1.42
F -1.54 6.35 -3.52
C 1.77 -6.06 -2.36
O -0.93 -5.41 -4.92
O 2.93 -3.93 -3.86
F 1.73 -5.36 -1.23
F -4.95 4.00 0.98
F 1.12 -2.30 7.54
C 0.19 -3.32 -6.27
C -0.80 5.42 -4.18
F -5.38 2.13 -0.01
Ca 0.35 -0.26 0.30
F 2.33 -3.79 6.28
F -5.90 -3.13 2.04
O 2.02 5.36 0.27
S -4.65 1.82 2.61
N 0.95 4.57 -1.83
F 0.78 7.86 0.18
F -0.10 -4.05 -7.32
F -0.71 5.92 -5.45
S 2.91 -1.20 5.71
F 1.58 -3.22 -6.21
F 4.94 -3.44 4.92
F 6.87 -2.42 4.71
F -3.98 -2.48 1.24
F 0.74 -6.87 -2.50
O 2.38 0.12 6.11
C -5.50 2.78 1.14
O 1.73 4.30 -4.30
O 3.26 5.76 -1.67
C 5.68 -2.62 4.08
F 5.77 -3.26 2.89
S 1.71 -4.77 -3.84
C -5.28 -2.21 1.30
S 1.02 5.29 -3.51
F -5.85 -2.08 0.09
O -3.48 2.64 2.89
F -0.26 -2.10 -6.52
N -4.18 0.22 1.89
S -0.62 -3.99 -4.66
O 1.44 6.70 -3.77
O -5.67 1.86 3.68
*
```

In elementary charge units, the Mulliken charges are: -0.59 -0.45 -0.22 -0.55 -0.70 -0.19 -0.20 1.03 -0.62 -0.63 -0.47 0.59 -0.17 -0.71 0.61 1.00 1.10 -0.22 -0.56 -0.22 -0.21 0.64 -0.60 -0.65 -0.23 -0.22 -0.21 0.72 0.59 -0.23 1.94 -0.23 -0.21 -0.74 0.96 -0.48 -0.26 -0.24 -0.22 1.05 -0.22 -0.22 -0.22 -0.24 -0.22 -0.63 0.70 -0.61 -0.63 0.65 -0.20 0.94 0.64 1.00 -0.20 -0.67 -0.23 -0.50 1.02 -0.55 -0.55

---

Below is 2 unconnected molecules or ions with the total composition CH6N3OS in a non-equilibrium geometry, with properties calculated with wB97M-V/def2-TZVPD.

- energy relative to the best compared isomer or geometry (same formula, charge and spin) (eV) = 3.876
- HOMO (eV) = -13.77
- gap between HOMO and LUMO (eV) = 9.625

Geometry as ORCA input:
```
! RIJCOSX wB97M-V def2-TZVPD def2/J DEFGRID3
* xyz 1 1
H 2.78 0.52 1.84
H -0.53 -1.48 -1.16
H -1.99 -1.38 -0.48
H -0.15 2.26 0.03
N 1.99 0.59 1.21
N -0.66 0.02 0.20
S -0.99 1.34 -0.73
C 1.93 0.05 0.15
N -1.04 -1.17 -0.31
H -0.71 -1.98 0.44
H -2.28 1.77 -0.40
O 1.65 -0.54 -0.79
*
```

In elementary charge units, the Mulliken charges are: 0.30 0.36 0.34 0.31 -0.43 -0.52 0.01 0.60 -0.21 0.40 0.26 -0.42

---

Below is a molecular structure, C36H48MnO4S2SbSi in a non-equilibrium geometry, with properties calculated with wB97M-V/def2-TZVPD.

- energy relative to the best compared isomer or geometry (same formula, charge and spin) (eV) = 1.201
- HOMO (alpha / beta) (eV) = -8.18 / -8.19
- gap between HOMO and LUMO (alpha / beta) (eV) = 6.118 / 7.677

Geometry as ORCA input:
```
! RIJCOSX wB97M-V def2-TZVPD def2/J DEFGRID3
* xyz 0 5
H 3.08 0.07 2.20
S -2.38 3.56 0.47
C 2.40 -1.30 -0.48
H -3.73 -0.44 -2.05
O -1.90 1.40 -1.11
H 3.52 -4.02 1.21
H -1.36 4.34 2.83
C 1.05 -3.27 0.41
H 1.19 -4.13 1.06
C -0.85 -0.56 -3.74
H 5.67 -2.87 0.87
C 2.55 0.76 -3.90
C 2.11 1.79 -2.88
H -4.07 -2.80 2.16
H 3.30 1.54 3.16
C -0.67 -1.99 -5.66
H 1.75 0.55 -4.62
C -1.52 3.51 3.52
H -2.10 -0.38 -5.49
H 0.86 -3.48 -5.55
H -3.59 1.67 3.19
H -1.00 -2.29 -6.65
Si -3.73 -1.17 0.29
H 3.65 0.30 -1.17
C -3.62 -1.41 -1.55
C -3.80 -2.85 1.10
H 2.49 -3.65 -3.97
C 4.76 -2.43 0.49
H -5.38 0.64 0.06
H 0.29 -2.62 0.86
H 1.53 4.00 3.42
Mn -1.89 1.40 0.81
C 0.63 -0.13 3.17
C 2.70 1.08 2.38
H -3.40 -0.01 3.64
C 0.50 2.24 2.72
H 1.01 -1.91 4.32
C 1.50 -1.30 3.56
H -4.41 -2.07 -1.91
C 0.19 -1.24 -3.11
C 2.45 3.12 -3.12
H -6.18 -0.82 0.67
O -2.42 -0.34 0.88
C 3.54 -3.07 0.68
C 2.12 4.13 -2.23
C 3.62 -0.65 -0.66
C 1.40 1.47 -1.71
C 0.37 -2.66 -5.03
H -2.84 -3.39 1.02
H 5.74 -0.71 -0.34
C 1.18 3.57 2.48
C 4.80 -1.21 -0.18
C -1.52 0.99 3.26
O -4.14 2.32 -1.40
C -1.43 -1.50 3.63
H 2.97 3.37 -4.04
H 2.72 -2.41 -2.72
H 1.66 -3.78 -2.41
C 2.35 -2.53 0.21
C 1.09 2.51 -0.82
H 0.54 2.28 0.08
C 0.82 -2.30 -3.76
Sb 0.53 -0.43 -1.13
H -2.66 -1.83 -1.84
C -0.87 2.23 3.07
H 2.86 1.64 1.46
H 2.83 -0.18 -3.43
C -2.96 0.98 3.74
H 3.41 1.14 -4.46
H 2.43 -0.95 3.99
H 2.41 5.16 -2.44
C -0.75 -0.20 3.33
H -3.00 1.26 4.80
C 1.99 -3.07 -3.18
H 0.50 4.29 2.02
C 1.23 1.06 2.74
H -1.76 -1.56 4.67
C -5.27 -0.21 0.74
H -4.56 -3.45 0.60
H 0.65 -3.63 -0.54
H -1.33 0.28 -3.25
S -2.75 2.67 -1.36
C 1.44 3.83 -1.07
H 2.05 3.47 1.82
H -5.20 0.17 1.76
H -1.09 3.79 4.49
H -2.60 3.41 3.66
H -0.79 -2.35 3.42
C -1.29 -0.93 -5.01
H 1.75 -1.94 2.72
H 1.17 4.61 -0.37
O -2.20 3.45 -2.42
H -2.30 -1.60 2.99
*
```

In elementary charge units, the Mulliken charges are: 0.33 -0.46 1.54 0.15 0.40 0.43 0.47 -1.39 0.48 -0.91 0.36 -1.37 1.29 0.31 0.44 -0.82 0.27 -1.77 0.50 0.40 0.42 0.37 0.65 0.25 -0.64 -1.25 0.49 -0.89 0.25 0.05 0.43 0.74 0.87 -2.09 0.43 0.73 0.53 -2.37 0.57 0.59 -0.65 0.46 0.14 -0.50 -1.06 -0.74 -0.04 -0.65 0.28 0.42 -2.27 -0.69 1.01 -0.64 -1.88 0.43 0.16 0.20 0.09 0.06 0.25 1.10 -0.49 -0.02 0.67 0.27 0.10 -2.41 0.52 0.47 0.39 1.51 0.43 -1.25 0.30 1.84 0.39 -1.20 0.40 0.24 0.47 1.36 -1.07 0.53 0.25 0.38 0.37 0.42 -0.87 0.34 0.45 -0.66 -0.31

---

Below is a molecular structure, C16H64FeO20S in a non-equilibrium geometry, with properties calculated with wB97M-V/def2-TZVPD.

- HOMO (alpha / beta) (eV) = -11.07 / -11.07
- gap between HOMO and LUMO (alpha / beta) (eV) = 8.671 / 6.979

Geometry as ORCA input:
```
! RIJCOSX wB97M-V def2-TZVPD def2/J DEFGRID3
* xyz 1 6
C -0.44 -0.96 -5.84
H 2.02 0.24 2.10
H -0.14 -2.91 -1.48
H -2.63 2.63 -1.91
H -4.83 1.01 -3.28
H -0.04 1.99 -2.78
H 2.61 -1.84 2.90
H 3.38 4.94 -1.41
O -2.41 0.28 -0.65
H -4.11 1.45 -0.01
H -2.83 -0.53 4.91
H -2.97 -0.17 -1.29
H 3.05 -0.48 5.35
H 2.07 0.82 4.66
H -1.97 -0.04 -5.12
C -0.36 2.18 3.79
H -2.53 -0.10 3.28
C 3.44 4.41 -0.46
H -0.13 1.13 3.96
H -0.94 -0.78 -3.09
O 2.48 1.00 1.74
C -1.90 2.41 -2.69
O -2.41 -2.56 0.14
C -3.45 -3.49 0.23
H 2.13 1.69 -0.44
H 3.01 1.02 -2.27
O 1.20 2.30 -3.97
H -3.99 -1.63 -2.99
C 2.07 0.00 5.38
S 0.27 -1.37 1.51
H 1.77 3.91 -5.23
H 2.79 -3.24 4.79
C -0.19 3.60 0.19
H -1.05 4.26 0.22
H -1.57 3.41 -2.94
H -1.48 -1.29 4.13
O 1.03 -0.85 5.08
H 0.37 3.67 -0.74
C 2.48 0.29 -1.66
H -0.39 2.68 4.76
O -1.21 -0.53 -4.78
C -4.99 -0.06 -3.38
H 0.70 -2.34 -2.97
H 1.85 1.73 -4.40
C -2.50 -0.95 3.96
H 1.97 0.45 6.37
O -0.75 1.67 -2.22
H 1.81 -4.74 -0.59
H 2.67 -4.18 3.21
O -0.35 -2.64 1.74
H 4.13 -0.13 1.34
H 0.43 4.16 -4.15
H 1.00 -0.85 4.12
O -0.47 2.26 0.50
H 2.66 4.92 0.11
H -4.04 -3.37 -0.68
H -3.99 -3.32 1.16
O 3.46 -2.24 3.08
H 0.47 2.62 3.24
O -1.53 2.42 2.99
H -4.03 -0.17 0.62
H -2.83 -2.83 3.53
H 2.79 -5.63 0.62
O -0.65 -0.28 1.31
H -1.84 -2.69 0.91
H -2.91 0.95 1.23
H 4.14 -3.98 4.00
H -2.44 1.93 -3.51
O 0.89 -5.03 1.35
H -5.13 -0.55 -4.34
H 0.31 -4.26 1.32
O -3.83 -0.70 -2.83
C -3.41 0.67 0.30
H 4.15 2.68 -0.86
O -0.63 -0.97 -2.20
H -0.89 2.31 1.36
H 0.57 3.82 0.95
H 1.96 -0.41 -2.32
H -0.18 -0.19 -6.57
H -2.28 2.37 3.59
H 4.45 4.61 -0.09
Fe -0.35 0.26 -0.52
H -1.03 -2.74 -3.00
O 1.58 1.00 -0.80
C 0.92 3.40 -4.76
H 0.35 3.13 -5.65
O 3.28 3.01 -0.61
H 4.16 0.76 2.89
H -1.03 -1.62 -6.48
H 3.22 -0.19 -1.02
O -3.38 -2.05 3.62
H -3.05 -4.51 0.24
C -0.22 -2.33 -2.39
O 0.67 -1.20 0.12
H -5.79 -0.28 -2.67
O 1.25 -1.01 2.49
H 4.44 1.64 1.46
C 3.87 0.80 1.84
H 0.47 -1.50 -5.56
C 3.22 -3.44 3.81
C 2.02 -4.87 0.47
H 2.43 -3.89 0.66
*
```

Atom charges from the Mulliken analysis, given in e for atoms 1 to 99: -0.84 0.29 0.01 0.14 0.28 -0.30 0.29 0.29 1.53 0.32 0.39 -0.25 0.20 -0.03 0.16 -0.49 -0.33 -0.85 0.20 0.11 -0.36 -1.07 -0.04 -0.87 -0.34 0.07 -0.45 0.19 -0.46 1.33 0.34 0.22 -0.97 0.35 0.47 0.13 -0.60 0.03 -1.18 0.56 -0.46 -0.85 0.27 0.22 0.11 0.37 1.17 0.24 0.14 -1.20 0.36 0.29 0.13 0.20 0.32 0.20 0.26 -0.54 0.07 -0.67 0.20 0.38 0.35 -1.29 0.18 -0.13 0.33 0.13 -0.61 0.31 0.49 -0.29 -0.88 0.18 0.86 0.07 0.33 0.17 0.30 0.34 0.32 0.69 0.41 2.19 -0.87 0.27 -0.51 0.34 0.33 0.20 -0.61 0.27 -1.01 -1.40 0.30 1.04 0.13 -0.97 0.32

---

Below is a single C3H7N3OS molecule in a non-equilibrium geometry, with properties calculated with wB97M-V/def2-TZVPD.

- energy relative to the best compared isomer or geometry (same formula, charge and spin) (eV) = 3.747
- SMILES = NCC(=S)N/C=N/O
- HOMO (eV) = -8.19
- gap between HOMO and LUMO (eV) = 8.432

Geometry as ORCA input:
```
! RIJCOSX wB97M-V def2-TZVPD def2/J DEFGRID3
* xyz 0 1
H -2.60 0.47 -1.08
C -0.43 0.83 -0.08
N -2.17 -1.01 0.22
H 2.06 -1.53 -0.06
H 4.35 0.97 -0.38
C 1.82 -0.45 -0.12
H -2.98 -1.33 -0.19
C -1.95 0.42 -0.11
O 3.92 0.17 0.19
H -0.23 -1.09 -0.29
N 0.38 -0.30 0.02
H -2.49 1.13 0.48
S -0.18 2.48 0.12
H -2.10 -1.29 1.23
N 2.59 0.54 0.05
*
```

In elementary charge units, the Mulliken charges are: 0.24 0.17 -0.59 0.34 0.38 -0.12 0.19 -0.42 -0.41 0.35 -0.17 0.34 -0.26 0.19 -0.22

---

Below is a molecular structure, C8H24Ca2F2O4 in a non-equilibrium geometry, with properties calculated with wB97M-V/def2-TZVPD.

- HOMO (eV) = -15.41
- gap between HOMO and LUMO (eV) = 7.098

Geometry as ORCA input:
```
! RIJCOSX wB97M-V def2-TZVPD def2/J DEFGRID3
* xyz 2 1
C -3.15 -0.71 -1.36
C -0.35 -2.86 1.14
Ca 1.92 1.83 1.74
H -0.60 -1.14 1.98
H 3.36 -1.35 -0.34
H 1.93 -0.89 0.46
H -3.54 0.30 -1.29
H 3.93 0.75 -0.55
H -0.17 1.46 -0.27
O -1.13 -1.91 1.76
O 0.36 2.19 0.06
H 0.34 5.24 -1.11
F 0.25 0.22 2.24
H 0.63 4.95 0.65
C 2.00 -0.43 -1.70
H -0.06 -2.73 0.10
C 0.68 4.53 -0.36
H -1.22 -1.69 -1.63
H -1.25 -0.17 -2.49
O -1.14 0.06 -0.58
O 3.12 0.69 -0.03
H 1.69 4.25 -0.65
F 0.57 2.95 3.33
H -0.42 -5.18 1.29
C -0.15 3.33 -0.56
H -1.02 -0.56 0.14
H 0.57 -2.69 1.70
H -0.23 3.03 -1.60
H -3.67 -1.19 -2.18
H -1.38 -4.49 2.44
H -1.19 3.51 -0.27
H 1.74 -1.42 -2.07
C 2.62 -0.56 -0.31
H 1.16 0.27 -1.64
H -1.96 -4.49 0.90
H -3.45 -1.31 -0.50
C -1.03 -4.30 1.42
Ca -0.84 1.26 4.16
C -1.64 -0.68 -1.62
H 2.75 -0.07 -2.41
*
```

In elementary charge units, the Mulliken charges are: -1.23 0.26 1.52 0.38 0.38 -0.17 0.29 0.32 0.31 -0.61 -0.20 0.37 -0.73 0.33 -0.88 0.07 -1.46 0.26 0.45 -0.42 -0.61 0.36 -0.80 0.38 0.09 0.06 0.26 0.34 0.42 0.34 0.34 0.35 0.21 0.01 0.33 0.28 -1.40 1.66 -0.35 0.48